[1]
A 2-piece molecular cluster, C16H11Cl4O6S overall at a distorted geometry, computed with ωB97M-V/def2-TZVPD.

Output
E (eV): -89979.2890
Lowest unoccupied orbital energy (eV): -0.34
Total charge: -1
ΔE to the lowest compared entry with this formula, charge and spin (kcal/mol): 25.3

Structure (XYZ):
```
38
Properties=species:S:1:pos:R:3:nbo_charge:R:1
Cl 1.58534 -2.23825 3.00804 0.121
C 2.44090 -1.18615 1.94859 -0.080
C 2.98810 -1.66009 0.79959 -0.111
Cl 2.84809 -3.32615 0.39679 0.086
C 3.67145 -0.78239 -0.12404 0.437
O 4.19404 -1.20610 -1.14314 -0.461
C 3.70772 0.62474 0.20516 -0.101
Cl 4.39818 1.71214 -0.93640 0.080
C 3.17360 1.09592 1.36014 -0.082
Cl 3.23933 2.77749 1.71970 0.093
C 2.53305 0.21137 2.30741 0.433
O 2.09708 0.62497 3.37085 -0.418
C -2.04490 -0.53791 7.37723 -0.622
C -2.31306 -0.96766 5.95232 -0.069
O -2.53869 0.14050 5.12472 -0.545
C -2.64617 -0.27604 3.81703 0.698
C -2.79605 0.73852 2.87674 -0.863
S -2.91656 0.48761 1.10896 2.075
C -4.39418 1.49531 0.90888 -0.178
C -5.62199 0.88562 0.98421 -0.222
C -6.77306 1.63063 0.83515 -0.220
C -6.68756 2.98861 0.61030 -0.228
C -5.45222 3.59850 0.52878 -0.222
C -4.30292 2.84767 0.67696 -0.240
O -1.78203 1.26745 0.49575 -0.967
O -3.35303 -0.88066 0.64520 -0.924
O -2.60284 -1.47202 3.50946 -0.724
H -1.97594 -1.38395 8.06102 0.198
H -1.11001 0.02175 7.43080 0.202
H -2.83863 0.12142 7.72561 0.201
H -1.46517 -1.52253 5.52477 0.183
H -3.19597 -1.61644 5.85703 0.175
H -2.83372 1.74955 3.21781 0.217
H -5.66553 -0.18090 1.14379 0.243
H -7.73450 1.15011 0.90500 0.202
H -7.58538 3.57049 0.49006 0.198
H -5.38262 4.65974 0.36112 0.201
H -3.32953 3.30458 0.59984 0.234
```


[2]
C16H11ClIO8PtS as an isolated structure at a distorted geometry, computed with ωB97M-V/def2-TZVPD.

Output
E (eV): -67838.6297
Lowest unoccupied orbital energy (eV): -8.59
Total charge: +1

Structure (XYZ):
```
39
Properties=species:S:1:pos:R:3:nbo_charge:R:1
C 3.73385 -2.71991 -0.17678 -0.896
S 3.70873 -0.96576 -0.06347 2.166
O 4.46822 -0.58304 1.09035 -0.905
O 4.14726 -0.47231 -1.33207 -0.898
C 2.06900 -0.26457 0.24961 -0.167
C 0.95047 -0.90922 0.78324 0.047
C 0.97460 -2.35368 1.19347 -0.591
C 0.65184 -3.23158 0.01335 0.541
O 0.64030 -2.85896 -1.11454 -0.509
Cl 0.24249 -4.86277 0.43334 0.012
C -0.24553 -0.18210 0.94867 -0.051
C -0.32139 1.15404 0.60994 -0.202
C 0.79652 1.81185 0.10442 -0.081
I 0.74002 3.77949 -0.51846 0.676
C 1.99439 1.10299 -0.07733 -0.096
C 3.09414 1.93935 -0.63906 0.690
O 3.01568 2.14014 -1.86639 -0.486
O 3.85320 2.51645 0.11444 -0.520
C -1.56931 1.85374 0.75546 0.601
O -1.53191 3.04251 1.12982 -0.584
C -2.77154 1.10316 0.48373 -0.082
C -3.94951 1.76410 -0.14197 -0.388
C -3.91397 1.51938 -1.66758 -0.067
O -2.55812 1.39649 -2.10246 -0.736
C -2.74010 -0.19989 0.81592 -0.146
C -1.52790 -0.75646 1.47077 0.502
O -1.61237 -1.53947 2.38012 -0.448
H 4.74589 -2.88774 -0.53394 0.292
H 3.05406 -3.10695 -0.92298 0.264
H 3.63744 -3.20553 0.78350 0.246
H 0.25473 -2.58464 1.96454 0.297
H 1.93907 -2.61600 1.61177 0.274
H -3.89185 2.88653 -0.01168 0.125
H -4.85838 1.39402 0.31608 0.268
H -4.45108 0.60765 -1.90548 0.197
H -4.30832 2.37775 -2.19684 0.196
H -2.39282 0.50107 -2.40693 0.495
H -3.58901 -0.84502 0.65259 0.254
Pt -2.47878 4.25490 -0.22716 0.710
```


[3]
C16H11CrN3O4 as an isolated structure at a distorted geometry, computed with ωB97M-V/def2-TZVPD.

Output
Spin multiplicity: 5
E (eV): -57831.0707
Lowest unoccupied orbital energy (alpha / beta) (eV): -8.70 / -11.41
Total charge: +2
ΔE to the lowest compared entry with this formula, charge and spin (kcal/mol): 1.4

Structure (XYZ):
```
35
Properties=species:S:1:pos:R:3:lowdin_spin:R:1
Cr 0.00000 0.00000 0.00000 3.312
O -0.25111 -0.26033 3.03353 0.093
C -0.17162 -0.17660 1.88647 0.064
C 0.32310 0.32122 -1.84712 0.056
O 0.54277 0.53862 -2.95774 0.080
C -1.33131 1.36249 0.00545 0.061
O -2.12082 2.20280 0.01315 0.087
C 1.29914 -1.39301 -0.01345 0.061
O 2.10201 -2.22058 -0.01709 0.088
C -3.66180 -3.57129 -0.47948 0.004
H -3.21162 -4.41715 0.02849 0.000
H -4.48260 -3.08636 0.03733 0.000
C -3.48160 -3.39031 -1.83779 0.004
H -4.15864 -2.76073 -2.40457 0.000
H -2.88772 -4.09156 -2.41352 0.000
N 7.45242 7.08175 3.71396 0.001
C 6.71338 6.36684 3.18107 0.000
C 5.79956 5.49219 2.52271 0.002
C 5.99989 4.09975 2.58529 0.000
C 5.05958 3.24047 2.03191 0.002
C 3.95722 3.77787 1.39340 0.001
C 3.79091 5.16695 1.25676 0.002
C 4.69997 6.02826 1.83722 0.000
N 3.02481 2.93893 0.76419 0.014
C 2.70929 3.18513 -0.49635 0.005
C 1.77589 2.31209 -0.84620 0.011
N 1.49593 1.43340 0.17742 0.033
C 2.29400 1.87048 1.19141 0.019
H 6.86874 3.67273 3.06842 0.000
H 5.18620 2.16412 2.04865 0.000
H 2.93481 5.56539 0.71276 0.000
H 4.53405 7.09884 1.75696 0.000
H 3.13390 3.97023 -1.12107 0.000
H 1.35325 2.40277 -1.83279 0.000
H 2.30176 1.47969 2.21496 0.000
```


[4]
C16H11F3FeO4 as an isolated structure at a distorted geometry, computed with ωB97M-V/def2-TZVPD.

Output
Spin multiplicity: 5
E (eV): -67493.6753
Lowest unoccupied orbital energy (alpha / beta) (eV): 0.23 / -2.72

Structure (XYZ):
```
35
Properties=species:S:1:pos:R:3:lowdin_spin:R:1
O 3.94359 -0.89472 -0.65485 -0.002
C 3.83006 0.06964 -1.30048 0.034
Fe 4.00347 1.69172 -2.00855 1.910
C 4.77938 2.29229 -0.56377 0.035
O 5.11933 2.44637 0.54435 0.002
C 5.36765 1.44692 -3.06203 0.088
O 6.29949 1.09863 -3.66872 0.039
C -0.12648 0.41015 0.40112 0.046
C 0.34937 -0.23700 -0.93373 0.096
C 1.32403 0.54794 -1.71558 0.600
C 1.63913 1.89092 -1.48578 0.436
C 1.18356 2.44987 -0.22777 0.149
C 0.39431 1.79838 0.65078 0.382
H 0.23846 -0.26673 1.20248 0.015
H 0.84937 -1.16917 -0.62034 0.026
H -0.51731 -0.54798 -1.55145 0.027
H 1.57648 0.05595 -2.66544 0.024
H 1.91532 2.61487 -2.32632 0.042
H 1.50536 3.46851 -0.00195 0.001
H 0.02777 2.30072 1.56272 0.016
F -1.39787 -3.94541 1.09817 0.000
C -1.15599 -2.66414 0.68582 0.001
F 0.00833 -2.28851 1.31935 0.004
F -0.87306 -2.75258 -0.65936 0.002
C -2.33481 -1.76958 0.98834 0.001
C -2.31142 -0.34202 1.13788 0.001
O -1.52203 0.48337 0.35534 0.023
C -3.36752 0.32661 1.76533 0.001
C -4.54206 -0.35356 2.03347 0.000
C -4.67187 -1.68922 1.63038 0.001
C -3.57638 -2.39424 1.12358 0.000
H -3.27909 1.40285 1.95963 0.000
H -5.38799 0.17181 2.48014 0.000
H -5.62705 -2.21276 1.69687 0.000
H -3.66352 -3.43991 0.81037 0.000
```


[5]
C16H12AsF5MnOS4 as an isolated structure, computed with ωB97M-V/def2-TZVPD.

Output
Spin multiplicity: 5
E (eV): -167924.7459
Lowest unoccupied orbital energy (alpha / beta) (eV): 0.96 / 1.63
Total charge: -1

Structure (XYZ):
```
40
Properties=species:S:1:pos:R:3:lowdin_spin:R:1
Mn 1.03808 -1.11142 1.02082 4.082
S 2.33024 1.61191 4.28655 0.017
As 0.71577 1.36986 3.00783 0.028
S 0.01038 -0.79353 3.02733 -0.079
S 1.48452 1.08239 0.88359 -0.173
S -0.96081 2.62479 2.95812 0.013
F 1.91567 -3.32943 1.58143 0.018
C 2.94158 -2.94322 0.74334 0.012
C 2.73423 -1.80284 0.01930 -0.015
C 3.76315 -1.40740 -0.80101 0.011
F 3.66812 -0.29789 -1.55865 0.003
C 4.94021 -2.13438 -0.89887 -0.002
F 5.93655 -1.75256 -1.70990 -0.002
C 5.09544 -3.28957 -0.14301 0.012
F 6.23033 -3.99729 -0.24166 0.004
C 4.08390 -3.71908 0.70294 -0.003
F 4.23869 -4.83459 1.42620 -0.002
C -2.84814 4.03446 -1.55147 0.000
C -2.57782 2.61498 -1.14356 0.002
C -3.18325 2.07933 -0.02140 0.000
C -2.90939 0.78454 0.40272 0.002
C -3.55952 0.29666 1.66806 0.001
C -1.97745 0.02612 -0.33597 0.002
C -1.60685 -1.25669 0.21875 0.021
O -0.60581 -1.92247 -0.10053 0.037
C -1.35418 0.55237 -1.49346 0.001
C -0.35618 -0.20928 -2.31855 0.002
C -1.68809 1.83394 -1.88032 0.000
H -3.58034 4.50023 -0.89445 0.000
H -3.21935 4.09028 -2.57714 0.000
H -1.93091 4.62285 -1.50304 0.000
H -3.85507 2.69204 0.56607 0.000
H -4.29302 1.02799 2.00364 0.000
H -2.81115 0.20324 2.45879 0.002
H -4.07180 -0.65788 1.53685 0.000
H -2.24613 -1.64928 1.02074 0.001
H 0.61877 -0.24351 -1.82799 0.002
H -0.23060 0.29295 -3.27753 0.000
H -0.65764 -1.24092 -2.48963 0.000
H -1.22213 2.25230 -2.76492 0.000
```


[6]
C16H12AuN4O4S as an isolated structure, computed with ωB97M-V/def2-TZVPD.

Output
E (eV): -45466.9896
Lowest unoccupied orbital energy (eV): 1.69
Total charge: -1

Structure (XYZ):
```
38
Properties=species:S:1:pos:R:3:nbo_charge:R:1
Au 1.57030 -0.53313 0.52978 0.669
O 0.75317 -6.03603 -4.10493 -0.743
C -0.17468 -5.65252 -3.37113 0.729
O -1.31022 -6.14060 -3.18578 -0.765
C 0.13859 -4.41372 -2.50955 -0.069
C -0.81418 -3.92032 -1.62553 -0.235
C -0.52539 -2.80489 -0.86744 0.008
N 0.64598 -2.16410 -0.94870 -0.545
C 1.57420 -2.62849 -1.79011 0.070
C 1.35500 -3.74662 -2.58310 -0.197
C 2.88105 -1.83806 -1.86398 0.739
O 3.72629 -2.20384 -2.66342 -0.659
O 2.97879 -0.80265 -1.09904 -0.830
H -1.76643 -4.42948 -1.56138 0.242
H -1.24569 -2.39387 -0.16764 0.178
H 2.12120 -4.09454 -3.26009 0.265
C 0.04606 1.51663 5.12369 -0.405
N -0.34357 2.13812 3.87047 -0.361
C -1.08372 3.29783 3.75936 -0.053
C -1.23151 3.54989 2.46099 -0.082
N -0.57558 2.53636 1.74734 -0.378
C -0.01075 1.63637 2.64592 0.256
S 0.89754 0.21806 2.60132 -0.168
C -0.58485 2.53162 0.29756 0.382
C -1.18431 3.57337 -0.40625 -0.287
C -1.16850 3.50011 -1.78907 -0.151
C -0.57005 2.42291 -2.41937 -0.262
C -0.00115 1.44973 -1.62082 0.079
N -0.01878 1.51860 -0.28754 -0.438
H -0.34373 2.13154 5.93136 0.204
H 1.13061 1.45042 5.19036 0.229
H -0.36099 0.50914 5.19025 0.228
H -1.43919 3.83753 4.61859 0.227
H -1.74838 4.35728 1.98828 0.228
H -1.64778 4.41903 0.07136 0.210
H -1.62579 4.29375 -2.36656 0.217
H -0.53850 2.33516 -3.49615 0.230
H 0.49494 0.57944 -2.03906 0.238
```


[7]
C16H12BF5N7ReS as an isolated structure at a distorted geometry, computed with ωB97M-V/def2-TZVPD.

Output
Spin multiplicity: 2
E (eV): -54438.9781
Lowest unoccupied orbital energy (alpha / beta) (eV): -6.14 / -5.74
Total charge: +1
ΔE to the lowest compared entry with this formula, charge and spin (kcal/mol): 46.0

Structure (XYZ):
```
43
Properties=species:S:1:pos:R:3:lowdin_spin:R:1
Re -0.13616 0.17654 0.67954 0.829
B -3.25819 -1.69450 0.45587 -0.001
N -2.90215 -0.52107 -0.48179 0.001
C -3.64447 -0.20484 -1.53713 0.027
C -3.12069 0.93164 -2.14755 0.011
C -2.02418 1.25914 -1.38744 0.014
N -1.89965 0.37870 -0.36192 0.016
N -2.08837 -2.10204 1.39878 -0.002
C -2.19379 -3.13418 2.22610 0.006
C -0.99063 -3.31865 2.90598 0.001
C -0.17064 -2.32478 2.43157 0.008
N -0.84194 -1.58789 1.50965 0.003
H -4.19781 -1.38318 1.14036 0.000
H -3.52414 -2.64702 -0.22210 0.000
H -4.51181 -0.79000 -1.79282 0.001
H -3.48175 1.43598 -3.02584 0.000
H -1.33416 2.07389 -1.51231 0.001
H -3.11593 -3.68741 2.29154 0.000
H -0.76545 -4.07195 3.63953 0.000
H 0.85577 -2.11636 2.68190 0.000
N 0.75904 -1.28194 -2.02444 0.039
C 0.47078 -0.74510 -1.04317 -0.003
F -3.66207 4.50108 4.89397 -0.002
C -2.82169 4.02386 4.00249 -0.004
C -1.51443 3.73180 4.36377 0.000
F -1.10359 3.92392 5.60804 0.000
C -0.63798 3.23982 3.41648 -0.002
F 0.61808 2.98323 3.79655 0.001
C -1.02439 2.99889 2.09823 0.005
S 0.17226 2.52617 0.88829 0.029
C -2.34656 3.29881 1.76692 -0.002
F -2.77162 3.10472 0.52706 0.000
C -3.23512 3.80626 2.69687 0.001
F -4.47806 4.08632 2.33725 0.001
N 3.80782 0.51158 2.28379 0.002
C 4.07008 -0.42296 1.31216 0.000
C 2.86572 -0.77376 0.79981 0.003
N 1.87284 -0.05446 1.45217 0.010
C 2.48922 0.71536 2.34025 0.006
H 4.49050 0.99473 2.84421 0.000
H 5.06176 -0.75538 1.06335 0.000
H 2.64239 -1.49392 0.03272 0.000
H 2.02773 1.39274 3.03566 0.000
```


[8]
C16H12BrCl3MoN2O5 as an isolated structure, computed with ωB97M-V/def2-TZVPD.

Output
E (eV): -139453.4970
Lowest unoccupied orbital energy (eV): -9.92
Total charge: +2
ΔE to the lowest compared entry with this formula, charge and spin (kcal/mol): 0.0

Structure (XYZ):
```
40
Properties=species:S:1:pos:R:3:nbo_charge:R:1
Mo -0.36584 0.76577 0.20484 1.541
N 1.19904 0.99676 -1.40152 -0.706
C 1.66178 2.39056 -1.50910 -0.352
C 1.64707 2.96320 -0.12098 0.676
O 2.18192 3.95281 0.25156 -0.429
N 0.82304 2.17221 0.77135 -0.518
C 0.70525 2.73237 2.11315 -0.373
C -0.07264 1.72935 2.92706 0.780
O -0.25203 1.67548 4.08124 -0.396
O -0.64093 0.79538 2.02991 -0.594
H 1.98886 0.37161 -1.27185 0.427
H 0.73263 0.69991 -2.25757 0.444
H 0.96336 2.96458 -2.11967 0.273
H 2.65632 2.47111 -1.94347 0.276
H 0.16262 3.68249 2.09934 0.283
H 1.68648 2.92395 2.54792 0.292
Br -2.57575 -0.84939 0.18814 0.357
C -1.59136 -2.45131 -0.07066 -0.067
C -2.25600 -3.63291 -0.23180 -0.148
C -1.50279 -4.81739 -0.33591 -0.173
C -0.14263 -4.77240 -0.20972 -0.141
C 0.53274 -3.54348 -0.00750 0.018
C 1.91687 -3.51419 0.25278 -0.050
C 2.56525 -2.33377 0.54245 -0.224
C 1.86666 -1.13201 0.47962 -0.155
C 0.49614 -1.08486 0.18624 -0.246
C -0.20135 -2.32729 0.01070 -0.122
H -3.33672 -3.66555 -0.26914 0.261
H -2.01422 -5.75850 -0.48007 0.261
H 0.43985 -5.68430 -0.23460 0.250
H 2.46655 -4.44759 0.25007 0.251
H 3.61720 -2.33018 0.79196 0.261
H 2.42232 -0.22241 0.68070 0.225
Cl -1.45866 4.44611 -0.99668 0.081
C -2.73545 3.23180 -0.82319 -0.234
Cl -2.66714 2.55218 0.84780 0.120
Cl -4.29489 3.87292 -1.15680 0.190
C -2.38788 2.04549 -1.75345 0.738
O -2.98288 1.73910 -2.71838 -0.401
O -1.25278 1.39240 -1.34479 -0.677
```